[1]
Molecular formula: C3H6OS2
Method: DFT, ωB97M-V with the def2-TZVPD basis set

```
12
Properties=species:S:1:pos:R:3:mulliken_charge:R:1
C 2.88 0.50 0.08 -0.807
C 0.10 0.22 -0.05 0.582
C -1.03 -0.76 -0.16 -0.677
H 3.79 0.00 -0.03 0.343
H 2.86 0.95 0.99 0.305
H 2.53 1.24 -0.66 0.252
H -0.77 -1.55 0.56 0.389
H -1.10 -1.12 -1.22 0.284
H -2.68 0.19 1.36 0.127
O 0.11 1.44 -0.13 -0.534
S 1.63 -0.76 0.02 -0.091
S -2.70 0.07 0.03 -0.173
```

Summary:
SMILES: CSC(=O)CS
Electronic energy (eV): -26925.69127
Energy relative to the best compared isomer or geometry (same formula, charge and spin) (kcal/mol): 17.33
M (g/mol): 122.2
HOMO (eV): -9.44
HOMO-LUMO gap (eV): 10.055


[2]
Molecular formula: C3H6S2
Method: DFT, ωB97M-V with the def2-TZVPD basis set

```
11
Properties=species:S:1:pos:R:3:mulliken_charge:R:1
S -1.36 -0.16 1.61 -0.125
S -0.77 1.71 0.96 -0.121
C -0.23 -1.14 0.49 -0.505
C 0.46 1.16 -0.22 -0.478
C 0.03 -0.26 -0.71 -0.662
H 0.68 -1.40 1.04 0.325
H -0.74 -2.06 0.21 0.331
H 0.63 1.89 -1.05 0.333
H 1.44 1.07 0.30 0.289
H 0.80 -0.69 -1.36 0.303
H -0.92 -0.11 -1.27 0.310
```

Summary:
SMILES: C1CSSC1
Electronic energy (eV): -24878.70832
Energy relative to the best compared isomer or geometry (same formula, charge and spin) (kcal/mol): 0.00
M (g/mol): 106.2
HOMO (eV): -7.71
HOMO-LUMO gap (eV): 8.509


[3]
Molecular formula: C3H6S2
Method: DFT, ωB97M-V with the def2-TZVPD basis set

```
11
Properties=species:S:1:pos:R:3:mulliken_charge:R:1
C -0.10 -0.71 1.93 -0.808
C 0.07 0.33 -0.67 0.470
C 0.15 -0.31 -2.07 -1.062
H 0.57 0.03 2.15 0.343
H -1.18 -0.50 1.73 0.243
H -0.18 -1.69 2.54 0.306
H 1.18 -0.06 -2.52 0.262
H 0.03 -1.43 -2.03 0.308
H -0.71 0.01 -2.50 0.390
S 0.68 -0.98 0.44 -0.083
S -0.71 1.47 -0.10 -0.368
```

Summary:
SMILES: CSC(C)=S
Electronic energy (eV): -24876.41260
Energy relative to the best compared isomer or geometry (same formula, charge and spin) (kcal/mol): 52.94
M (g/mol): 106.2
HOMO (eV): -8.60
HOMO-LUMO gap (eV): 8.738


Repeat the second record exactly.
Molecular formula: C3H6S2
Method: DFT, ωB97M-V with the def2-TZVPD basis set

```
11
Properties=species:S:1:pos:R:3:mulliken_charge:R:1
S -1.36 -0.16 1.61 -0.125
S -0.77 1.71 0.96 -0.121
C -0.23 -1.14 0.49 -0.505
C 0.46 1.16 -0.22 -0.478
C 0.03 -0.26 -0.71 -0.662
H 0.68 -1.40 1.04 0.325
H -0.74 -2.06 0.21 0.331
H 0.63 1.89 -1.05 0.333
H 1.44 1.07 0.30 0.289
H 0.80 -0.69 -1.36 0.303
H -0.92 -0.11 -1.27 0.310
```

Summary:
SMILES: C1CSSC1
Electronic energy (eV): -24878.70832
Energy relative to the best compared isomer or geometry (same formula, charge and spin) (kcal/mol): 0.00
M (g/mol): 106.2
HOMO (eV): -7.71
HOMO-LUMO gap (eV): 8.509